Entry 1:
3 unconnected molecules or ions with the total composition C19H38BrFN4. Source: the OMol25 dataset; level of theory: the ωB97M-V functional and the def2-TZVPD basis.

The geometry in XYZ format:
```
63
Properties=species:S:1:pos:R:3:forces:R:3:nbo_charge:R:1
C 0.5779 0.5220 0.3205 -0.05 0.38 0.09 -0.623
C -0.1475 1.2323 1.4787 0.48 -0.26 -0.20 -0.449
C -0.9323 0.2807 2.3647 -0.52 0.23 0.29 -0.242
Br -1.2846 1.1648 4.0807 -0.08 -0.09 -0.26 0.043
C -2.2615 -0.2641 1.7362 -0.14 0.04 0.20 0.264
F -3.2813 -0.3687 2.6805 0.45 -0.02 -0.33 -0.322
C -2.0209 -1.6373 1.2466 -0.03 -0.08 -0.07 0.228
N -1.8711 -2.7042 0.8528 0.09 0.07 0.01 -0.254
C -2.8158 0.5578 0.5636 -0.18 0.03 -0.06 -0.538
C -3.4052 1.8183 1.0083 -0.12 0.13 0.18 0.271
N -3.8921 2.7924 1.3720 0.14 -0.11 -0.13 -0.282
H 1.4908 1.0668 0.0870 0.04 0.01 -0.07 0.228
H 0.8686 -0.4923 0.5832 -0.03 -0.13 -0.04 0.221
H -0.0175 0.5133 -0.5906 -0.02 -0.24 -0.06 0.204
H 0.5979 1.7098 2.1103 0.02 -0.02 0.09 0.238
H -0.7726 2.0381 1.1029 -0.12 0.11 0.09 0.223
H -0.3223 -0.5779 2.6244 0.10 -0.01 0.09 0.236
H -2.0470 0.7607 -0.1779 0.06 -0.07 0.01 0.269
H -3.5777 -0.0338 0.0565 -0.10 0.02 0.06 0.280
C -1.4149 1.5074 -3.6485 0.05 0.02 0.00 -0.610
C -1.9334 0.2554 -4.3360 0.02 0.06 -0.01 -0.216
N -3.1738 -0.2274 -3.7552 0.01 -0.05 0.06 -0.457
C -3.5291 -1.5696 -4.1859 0.01 -0.16 0.01 -0.206
C -3.8533 -1.7922 -5.6679 -0.05 -0.04 0.02 -0.636
C -4.2617 0.7365 -3.7071 -0.08 0.15 0.04 -0.217
C -4.7240 1.3688 -5.0262 -0.07 0.00 0.03 -0.639
H -1.3263 1.3339 -2.5738 -0.03 0.05 0.02 0.192
H -0.4284 1.7692 -4.0323 0.00 -0.02 -0.01 0.216
H -2.0648 2.3680 -3.8081 0.00 0.00 0.02 0.207
H -1.1900 -0.5371 -4.2160 -0.04 -0.06 -0.04 0.197
H -2.0093 0.4476 -5.4177 0.00 0.00 0.01 0.162
H -4.3764 -1.9046 -3.5818 -0.02 0.05 0.01 0.192
H -2.6964 -2.2253 -3.9139 0.04 0.05 -0.01 0.191
H -4.8306 -1.3948 -5.9377 0.02 0.05 -0.02 0.201
H -3.8713 -2.8628 -5.8797 0.00 0.00 0.01 0.214
H -3.1063 -1.3429 -6.3229 0.01 0.01 0.01 0.204
H -3.9687 1.5420 -3.0284 0.05 0.00 -0.02 0.188
H -5.1123 0.2519 -3.2215 0.01 -0.07 -0.03 0.197
H -3.8832 1.6883 -5.6432 0.02 0.00 0.02 0.204
H -5.3283 2.2533 -4.8164 0.00 -0.01 0.01 0.214
H -5.3385 0.6904 -5.6154 0.05 -0.02 -0.04 0.205
C 5.9516 0.2087 1.5597 0.01 0.03 0.00 -0.617
C 4.7287 0.4367 2.4349 0.09 0.03 -0.01 -0.211
N 4.0355 -0.7911 2.7791 -0.06 0.00 -0.02 -0.454
C 2.7246 -0.5666 3.3582 -0.14 -0.01 -0.01 -0.203
C 2.6256 0.1495 4.7099 -0.06 -0.06 0.01 -0.642
C 4.8466 -1.8153 3.4150 0.14 -0.12 0.01 -0.216
C 5.5679 -1.4533 4.7201 -0.02 -0.07 0.02 -0.638
H 5.6888 -0.3574 0.6653 -0.01 -0.03 0.02 0.211
H 6.3645 1.1689 1.2483 0.00 0.00 0.00 0.213
H 6.7405 -0.3277 2.0876 0.00 0.00 0.00 0.203
H 4.0224 1.0636 1.8823 -0.06 0.00 0.05 0.190
H 5.0298 1.0187 3.3204 0.00 0.02 -0.01 0.160
H 2.2177 -1.5344 3.4310 0.05 -0.02 0.01 0.192
H 2.1531 0.0135 2.6266 0.05 0.04 -0.04 0.176
H 2.9191 -0.4957 5.5366 0.05 0.02 0.00 0.204
H 1.5884 0.4452 4.8781 0.01 0.01 0.04 0.219
H 3.2350 1.0531 4.7429 0.01 0.00 -0.02 0.205
H 5.5942 -2.1483 2.6913 0.00 0.05 -0.02 0.192
H 4.2086 -2.6861 3.5840 -0.06 0.04 0.01 0.197
H 6.0573 -0.4803 4.6604 0.00 0.01 -0.02 0.204
H 6.3419 -2.1943 4.9283 -0.01 -0.01 0.00 0.213
H 4.8938 -1.4418 5.5751 -0.01 0.07 0.00 0.204
```
Forces are in eV/Å.

Results
2S+1 = 1
SMILES string = CC[C@@H](Br)[C@](F)(C#N)CC#N.CCN(CC)CC.CCN(CC)CC
molecular weight = 421.443 g/mol
LUMO energy = 0.5 eV
Kohn-Sham gap = 8.81 eV

=====

Entry 2:
A molecular structure, C36H27Co2N2O5P in a non-equilibrium geometry. Source: the OMol25 dataset; level of theory: the ωB97M-V functional and the def2-TZVPD basis.

The geometry in XYZ format:
```
73
Properties=species:S:1:pos:R:3:forces:R:3:lowdin_charge:R:1
O 2.1112 3.9623 2.0295 -1.40 0.06 -2.09 0.136
C 1.4597 3.8615 1.0766 2.14 -0.19 3.53 -0.100
Co 0.5159 3.5605 -0.3930 0.22 -0.60 -0.37 0.003
C -0.3956 5.0582 -0.6762 -2.03 0.99 -0.54 -0.143
O -0.9852 6.0337 -0.8455 1.07 -1.17 0.35 0.134
C 1.7159 4.0439 -1.5984 0.81 -0.17 -1.63 -0.148
O 2.5058 4.3130 -2.3959 -1.12 -0.27 1.41 0.146
C 0.9673 1.6434 -0.9610 1.68 -0.90 -1.53 -0.232
C 1.6563 0.9253 -0.0118 -2.01 1.93 -1.04 -0.121
C 3.0213 0.5343 0.2391 1.33 -0.66 0.29 -0.223
C 3.1790 -0.9783 0.1109 0.22 0.09 0.00 -0.168
C 4.2349 -1.5014 -0.6389 -0.24 -0.26 0.26 -0.027
C 4.5037 -2.8712 -0.5685 -0.23 -0.01 0.03 -0.077
C 3.7135 -3.6950 0.2481 0.08 -0.09 -0.03 -0.086
C 2.6425 -3.1689 0.9786 -0.11 0.37 -0.26 -0.059
C 2.3616 -1.8003 0.8820 -0.15 -0.55 0.06 -0.037
Co -0.0986 1.1288 0.3955 -2.07 -0.37 0.10 0.024
C -0.4150 0.4012 1.9448 -0.74 -1.28 3.74 -0.176
O -0.6676 -0.0688 2.9850 0.84 1.23 -2.76 0.124
C -1.1514 2.5928 0.6559 -1.43 1.73 1.09 -0.266
O -2.1058 3.0707 1.1476 1.61 -0.95 -0.88 0.085
P -1.8283 -0.0308 -0.5953 -0.47 -0.12 -0.27 1.144
C -2.3723 -1.4749 0.4133 -0.12 -0.22 0.06 -0.340
C -2.2240 -2.8097 0.0066 0.07 0.12 0.31 -0.065
C -2.5485 -3.8497 0.8855 -0.07 0.13 -0.03 -0.076
C -3.0632 -3.5696 2.1519 0.11 0.15 -0.01 -0.079
C -3.2811 -2.2421 2.5356 0.05 0.02 -0.36 -0.067
C -2.9579 -1.2041 1.6604 -0.07 -0.31 0.05 -0.134
C -3.4567 0.7794 -0.9028 -0.23 0.26 -0.24 -0.341
C -4.6878 0.1439 -0.6556 0.10 0.27 -0.05 -0.075
C -5.8924 0.7852 -0.9611 0.21 0.01 -0.05 -0.074
C -5.8878 2.0531 -1.5435 0.24 0.01 0.04 -0.078
C -4.6686 2.6825 -1.8183 0.08 -0.22 0.06 -0.067
C -3.4603 2.0505 -1.5051 -0.31 -0.16 0.06 -0.102
C -1.5053 -0.8230 -2.2269 0.33 -0.04 -0.30 -0.325
C -2.4066 -0.7471 -3.3027 0.17 -0.19 0.14 -0.064
C -2.1748 -1.4731 -4.4752 0.31 -0.01 0.20 -0.073
C -1.0253 -2.2609 -4.5965 -0.08 0.14 0.20 -0.081
C -0.1020 -2.3116 -3.5453 -0.14 0.13 0.05 -0.076
C -0.3314 -1.5882 -2.3707 -0.26 0.06 -0.25 -0.109
H 0.9333 1.4279 -2.0334 0.32 0.27 0.14 0.088
H 3.7025 1.0097 -0.4720 0.05 0.08 0.18 0.155
H 4.8347 -0.8260 -1.2543 -0.08 -0.29 0.21 0.116
H 5.3296 -3.2912 -1.1507 -0.33 0.10 0.26 0.105
H 3.9270 -4.7679 0.3116 -0.02 0.46 -0.04 0.104
H 2.0104 -3.8014 1.6147 0.36 0.21 -0.36 0.111
H 1.4957 -1.3676 1.4034 0.56 -0.38 -0.25 0.093
H -1.8597 -3.0448 -0.9939 -0.01 0.06 0.35 0.098
H -2.3936 -4.8835 0.5687 -0.10 0.32 0.11 0.106
H -3.2980 -4.3796 2.8451 0.07 0.23 -0.24 0.105
H -3.6941 -2.0057 3.5151 0.04 -0.10 -0.24 0.111
H -3.1992 -0.1762 1.9411 0.26 -0.25 -0.01 0.119
H -4.7179 -0.8560 -0.2229 0.04 0.30 -0.11 0.104
H -6.8352 0.2806 -0.7432 0.27 0.15 -0.09 0.107
H -6.8304 2.5509 -1.7852 0.34 -0.16 0.09 0.106
H -4.6519 3.6719 -2.2751 -0.02 -0.25 0.10 0.108
H -2.5162 2.5430 -1.7516 -0.23 -0.10 0.15 0.104
H -3.3018 -0.1319 -3.2221 0.19 -0.20 0.00 0.101
H -2.8980 -1.4230 -5.2896 0.22 0.00 0.20 0.106
H -0.8464 -2.8305 -5.5110 -0.05 0.18 0.30 0.105
H 0.7979 -2.9237 -3.6350 -0.26 0.21 0.02 0.107
H 0.3899 -1.6391 -1.5513 -0.15 0.03 -0.18 0.102
C 5.5494 1.9678 4.3966 0.31 0.24 0.46 -0.059
C 4.5631 1.5051 3.4030 -0.37 -0.26 -1.99 -0.364
C 4.6291 1.4582 2.0020 -0.09 0.18 1.49 -0.008
N 3.4144 0.9498 1.5938 -0.19 -0.39 0.15 -0.032
C 2.7007 0.6496 2.7165 1.05 0.80 0.71 -0.151
N 3.3601 1.0135 3.8111 -0.75 -0.65 -0.57 0.114
H 6.4939 2.2601 3.9176 -0.25 -0.05 0.24 0.076
H 5.1296 2.8237 4.9532 0.31 -0.26 -0.18 0.082
H 5.7329 1.1611 5.1262 0.06 0.34 -0.26 0.081
H 5.4087 1.7595 1.3224 -0.11 -0.02 -0.09 0.116
H 1.7446 0.1603 2.6904 0.21 0.24 0.14 0.076
```
Forces are in eV/Å.

Results
2S+1 = 1
molecular weight = 716.461 g/mol
LUMO energy = -0.4 eV
energy above the lowest of the compared OMol25 structures with the same formula, charge and spin = 0.0 kcal/mol
Kohn-Sham gap = 7.46 eV

=====

Entry 3:
A molecular structure, C27H48ClN5OPRh. Source: the OMol25 dataset; level of theory: the ωB97M-V functional and the def2-TZVPD basis.

The geometry in XYZ format:
```
84
Properties=species:S:1:pos:R:3:forces:R:3:lowdin_charge:R:1
Rh 1.2891 1.4046 -0.4795 0.49 0.25 -0.32 0.915
C 3.5768 -0.3154 -0.6358 0.02 -0.06 -0.06 -0.345
O 3.1426 0.9196 -1.0834 -0.03 -0.17 -0.09 -0.458
H 3.7691 -0.3387 0.4573 0.01 0.02 -0.01 0.046
H 4.5329 -0.5862 -1.1255 0.02 0.01 -0.01 0.047
H 2.8515 -1.1197 -0.8463 0.03 0.06 0.01 0.022
N 0.3204 -0.7065 -1.0244 -0.20 -0.30 -0.05 -0.263
P -0.5480 -1.6799 -0.2668 0.06 0.19 0.09 0.520
N -0.9194 -3.1974 -1.0394 -0.07 -0.05 0.02 -0.232
C 0.2685 -3.8679 -1.5532 -0.01 0.01 -0.02 -0.246
C 0.7038 -3.3572 -2.9271 0.00 0.01 0.01 -0.208
C -0.4538 -3.4480 -3.9178 -0.01 -0.02 0.00 -0.225
C -1.6663 -2.7060 -3.3601 0.01 0.02 0.01 -0.205
C -2.0236 -3.2588 -1.9775 0.03 0.00 -0.02 -0.245
N 0.0686 -2.2950 1.2065 0.03 -0.10 -0.04 -0.212
C 1.3183 -1.6993 1.6920 -0.04 -0.02 0.00 -0.238
C 1.5225 -2.0692 3.1539 -0.01 0.03 0.01 -0.189
C 1.7140 -3.5861 3.3168 0.00 -0.01 0.00 -0.210
C 0.9362 -4.3481 2.2305 0.00 0.02 0.00 -0.196
C -0.3033 -3.5577 1.8171 0.01 0.02 0.02 -0.249
N -2.1441 -1.2015 0.1903 -0.08 -0.11 0.03 -0.214
C -2.7660 -0.1896 -0.6615 0.01 0.03 0.02 -0.247
C -2.4709 1.2384 -0.2104 0.01 0.04 -0.05 -0.204
C -2.8110 1.4453 1.2616 0.00 -0.04 0.00 -0.213
C -2.1262 0.3710 2.1019 0.00 -0.02 0.02 -0.199
C -2.5224 -1.0099 1.5817 0.01 0.07 -0.02 -0.234
H 0.0626 -4.9522 -1.6059 -0.01 0.01 -0.01 0.107
H 1.0807 -3.7210 -0.8370 -0.01 0.00 0.00 0.094
H 1.5685 -3.9297 -3.2820 0.00 -0.01 0.00 0.098
H 1.0004 -2.3123 -2.7918 -0.01 0.00 -0.01 0.084
H -0.7228 -4.5039 -4.0784 0.00 0.01 0.00 0.097
H -0.1636 -3.0443 -4.8928 0.00 0.02 0.01 0.096
H -2.5270 -2.7886 -4.0346 0.00 -0.02 0.00 0.097
H -1.4125 -1.6473 -3.2506 0.00 -0.01 -0.01 0.092
H -2.3273 -4.3153 -2.0918 0.01 0.00 0.00 0.105
H -2.8705 -2.7240 -1.5476 0.00 0.00 0.01 0.089
H 1.2736 -0.6158 1.5760 0.00 0.02 -0.04 0.062
H 2.1846 -2.0392 1.1039 -0.06 -0.01 0.05 0.097
H 0.6489 -1.7311 3.7210 -0.01 -0.02 -0.01 0.107
H 2.3811 -1.5219 3.5498 0.01 -0.01 0.01 0.101
H 1.3774 -3.9047 4.3095 0.00 0.01 0.00 0.092
H 2.7779 -3.8355 3.2542 0.00 0.00 -0.01 0.095
H 0.6496 -5.3449 2.5811 0.00 0.00 0.01 0.096
H 1.5633 -4.4881 1.3460 0.01 0.01 0.01 0.097
H -0.9215 -3.4112 2.7234 -0.02 0.00 -0.01 0.097
H -0.9110 -4.1197 1.1074 0.00 0.00 0.00 0.100
H -3.8569 -0.3664 -0.6600 0.00 0.00 0.00 0.106
H -2.4058 -0.3211 -1.6828 0.00 0.01 0.01 0.084
H -3.0120 1.9510 -0.8427 -0.01 -0.02 0.01 0.099
H -1.4014 1.4191 -0.3575 -0.03 0.00 0.02 0.056
H -3.9009 1.3721 1.4068 0.00 0.02 0.00 0.098
H -2.5064 2.4457 1.5807 0.03 -0.01 -0.01 0.095
H -2.3943 0.4668 3.1620 -0.03 0.00 0.00 0.099
H -1.0403 0.4902 2.0142 0.00 0.03 -0.01 0.080
H -3.6196 -1.1167 1.6552 0.00 0.00 -0.01 0.106
H -2.0873 -1.7900 2.1987 0.05 -0.05 0.00 0.074
Cl 0.7739 5.9596 -1.0258 0.03 0.00 0.01 0.630
C -0.2765 4.8547 -1.9006 0.00 -0.05 -0.01 -0.599
C -1.5329 5.3379 -2.2411 0.02 0.00 0.02 -0.161
C -2.4107 4.5489 -2.9627 0.00 0.03 0.01 -0.144
C -1.9963 3.2679 -3.3312 0.01 -0.07 0.00 -0.132
C -0.7535 2.8006 -2.9676 -0.02 -0.02 -0.01 -0.076
C 0.1763 3.5665 -2.2235 -0.06 0.09 -0.07 -0.328
C 1.4623 2.9792 -1.8677 0.16 -0.06 0.05 -0.249
H -1.8052 6.3403 -1.9340 -0.01 0.00 -0.01 0.081
H -3.3948 4.9190 -3.2235 0.00 0.00 0.00 0.077
H -2.6650 2.6183 -3.8860 0.00 0.01 0.00 0.090
H -0.4609 1.7838 -3.2087 -0.01 0.00 0.00 0.106
H 1.8240 2.3407 -2.6793 -0.01 0.04 -0.05 0.044
H 2.2486 3.6812 -1.5965 -0.12 0.12 -0.01 0.015
C 2.1286 2.1977 3.2616 0.00 0.02 0.04 -0.093
C 1.6191 2.9246 2.0053 -0.16 -0.04 0.00 -0.747
C 0.5758 3.9684 2.4167 -0.01 0.03 0.02 -0.081
C 2.8024 3.5946 1.3119 0.02 0.11 -0.02 -0.084
N 0.9766 1.9118 1.1747 -0.07 -0.01 0.52 -0.180
H 2.5651 2.8919 3.9928 -0.01 0.00 -0.02 0.060
H 2.8870 1.4662 2.9708 -0.02 0.00 0.01 0.065
H 1.3025 1.6576 3.7321 0.01 0.01 0.00 0.062
H 0.9756 4.6818 3.1501 0.00 -0.01 -0.02 0.064
H -0.2910 3.4648 2.8545 0.01 0.00 0.01 0.060
H 0.2413 4.5198 1.5373 -0.02 0.00 -0.02 0.045
H 3.3192 4.2661 2.0110 0.03 -0.02 0.00 0.067
H 2.4647 4.1766 0.4556 -0.01 -0.01 0.04 0.019
H 3.4971 2.8392 0.9386 -0.01 -0.02 0.00 0.069
```
Forces are in eV/Å.

Results
total charge = -2
2S+1 = 1
molecular weight = 628.048 g/mol
LUMO energy = 4.9 eV
energy above the lowest of the compared OMol25 structures with the same formula, charge and spin = 0.0 kcal/mol
Kohn-Sham gap = 4.56 eV